Record 1
C6H14InN2O2 as an isolated structure in a non-equilibrium geometry. Source: the OMol25 dataset; level of theory: wB97M-V/def2-TZVPD.

Atoms and positions in Å:
1 In 1.4194 -1.5558 -3.3618
2 C -2.3546 -2.1133 0.0520
3 C -1.6856 -1.0763 -0.7436
4 O -0.9074 -1.4105 -1.6615
5 N -1.9681 0.1644 -0.5326
6 C -1.4943 1.3922 -1.0812
7 H -1.7246 -2.9819 0.2438
8 H -3.1107 -2.5966 -0.5667
9 H -2.7655 -1.6642 0.9562
10 H -2.3334 0.3764 0.3848
11 H -1.8460 2.2885 -0.5702
12 H -1.6802 1.3505 -2.1545
13 H -0.4127 1.3363 -0.9587
14 C 0.8416 -1.0428 1.4704
15 C 1.6357 -0.1790 0.5490
16 O 1.8948 -0.5829 -0.6061
17 N 2.0019 1.0117 1.0343
18 C 2.5687 2.1392 0.2831
19 H 1.6526 -1.6713 1.8382
20 H 0.0342 -1.6259 1.0273
21 H 0.4204 -0.4301 2.2675
22 H 1.5929 1.3305 1.9010
23 H 3.0581 2.8754 0.9208
24 H 1.9024 2.8548 -0.1986
25 H 3.2603 1.8106 -0.4927

Properties
* net charge: +4
* energy: -685.0187 a.u.
* gap between HOMO and LUMO (spin up / spin down): 4.057 / 3.975 eV
* 2S+1: 2
* ΔE to the lowest compared entry with this formula, charge and spin: 2.236 eV

---

Record 2
A 2-piece molecular cluster, C6H14N2 overall. Source: the OMol25 dataset; level of theory: wB97M-V/def2-TZVPD.

Atoms and positions in Å:
1 C 0.3797 -3.0137 -2.4378
2 C 0.4538 -1.8564 -1.4493
3 C 0.0694 -1.7690 0.8568
4 N -0.4433 -2.0358 -0.3616
5 H 1.0051 -2.8350 -3.3211
6 H 0.6825 -3.9384 -1.9434
7 H -0.6498 -3.1263 -2.7855
8 H 0.2381 -0.9072 -1.9930
9 H 1.5095 -1.7337 -1.1129
10 H 1.0860 -1.3925 0.9824
11 H -0.5371 -1.8566 1.7487
12 N 0.3618 3.2041 2.3564
13 C -0.1058 1.9608 1.6977
14 C -0.7361 1.8270 -0.7115
15 C -0.9811 2.2299 0.5226
16 H 1.1639 2.9701 2.9323
17 H -0.3451 3.5454 2.9974
18 H -0.6493 1.3213 2.4019
19 H 0.7566 1.3892 1.3708
20 H -1.4757 2.0355 -1.4741
21 H 0.1691 1.3061 -0.9976
22 H -1.9521 2.6751 0.7207

Properties
* net charge: -1
* energy: -346.4098 a.u.
* gap between HOMO and LUMO (spin up / spin down): 3.008 / 7.253 eV
* 2S+1: 2
* ΔE to the lowest compared entry with this formula, charge and spin: 1.035 eV

---

Record 3
One molecule with the formula C6H14N2 in a non-equilibrium geometry. Source: the OMol25 dataset; level of theory: wB97M-V/def2-TZVPD.

Atoms and positions in Å:
1 C -1.5438 0.5559 -2.4406
2 C -1.4023 0.0835 -0.9982
3 C -2.0875 1.0660 -0.0376
4 N -0.0111 0.0402 -0.6236
5 C 0.3251 -0.7910 0.2740
6 N 1.6069 -0.8415 0.7765
7 C 1.6196 -1.2913 2.1490
8 C 2.4509 0.2929 0.4615
9 H -1.0500 1.5175 -2.5597
10 H -2.5946 0.6605 -2.7039
11 H -1.0793 -0.1556 -3.1205
12 H -1.8832 -0.9070 -0.8870
13 H -1.5972 2.0350 -0.1009
14 H -2.0104 0.7061 0.9871
15 H -3.1396 1.1822 -0.2920
16 H -0.2968 -1.6547 0.5587
17 H 0.5220 -1.2723 2.4492
18 H 1.9519 -2.3292 2.2191
19 H 2.2317 -0.6420 2.7705
20 H 3.4666 0.0881 0.7980
21 H 2.4215 0.4394 -0.6152
22 H 2.0994 1.2173 0.9357

Properties
* energy: -346.4951 a.u.
* gap between HOMO and LUMO: 9.444 eV
* SMILES string: CC(C)/N=C/N(C)C
* 2S+1: 1
* ΔE to the lowest compared entry with this formula, charge and spin: 0.873 eV